[1]
18
Properties=species:S:1:pos:R:3:forces:R:3 method="wB97M-V/def2-TZVPD" orbital_gap_ev=9.05 e_lumo_ev=4.228 total_charge=-1 relative_energy_ev=0.703 multiplicity=1
O -0.37638 -1.39922 1.09702 0.1 -0.2 0.0
O -0.08180 0.82294 1.22368 0.1 -0.1 0.3
O -0.34701 -1.76641 -1.57843 0.1 -0.2 -0.1
N -0.22619 1.86607 -1.32026 0.4 0.2 -0.5
C 0.07893 -0.35153 1.61825 0.0 0.0 0.2
C -0.88826 0.61035 -1.62924 0.0 -0.1 -0.3
C 0.93065 -0.52651 2.88722 -0.2 0.1 -0.1
C 0.14400 -0.48810 -1.89648 0.2 0.2 -0.2
H -1.51085 0.23380 -0.82045 -0.1 0.1 0.2
H 0.46328 -0.48873 -2.94792 -0.1 0.0 0.1
H -0.86196 2.64758 -1.36977 -0.1 0.0 0.1
H 1.97910 -0.58311 2.60430 0.2 0.0 -0.1
H 1.04409 -0.24662 -1.31983 0.0 0.0 0.2
H -1.52406 0.73583 -2.50956 0.0 0.0 -0.1
H 0.67026 -1.44405 3.40738 0.0 -0.1 0.1
H 0.78765 0.34727 3.51873 0.1 0.0 0.2
H 0.12688 1.78780 -0.36992 -0.2 0.0 0.0
H -0.40832 -1.75737 -0.59473 -0.1 0.0 0.0

---

[2]
16
Properties=species:S:1:pos:R:3:forces:R:3 method="wB97M-V/def2-TZVPD" smiles="C=[Si](Cl)[Si](C)(Cl)Cl.C#C" orbital_gap_ev=7.54 e_lumo_ev=-0.589 total_charge=0 relative_energy_ev=1.710 multiplicity=1
Cl 1.26728 -1.49566 1.86155 -0.6 -0.1 -1.2
Cl 3.27746 -1.44857 -0.63558 0.2 -0.3 -0.3
Cl 1.31904 2.81018 -1.31520 0.5 -0.5 0.0
Si 1.68662 1.46788 0.23849 -1.1 0.5 1.6
Si 1.34803 -0.94258 -0.17917 0.0 1.8 -0.4
C 0.25605 -1.54451 -1.67678 -1.6 -1.2 1.8
C -2.88113 -0.96551 0.07225 1.2 0.4 0.8
C 1.63671 2.30986 1.80710 -0.5 -2.3 -2.4
C -2.17544 0.02391 0.11716 -2.1 -1.5 -0.3
H 1.18666 1.90590 2.68931 0.4 -0.5 0.5
H -0.85713 -1.23450 -1.71205 2.0 -0.5 0.6
H -3.31237 -1.93352 0.26941 0.0 0.4 -0.4
H 0.31794 -2.65853 -1.46211 -0.4 0.9 -0.4
H 0.59688 -1.43868 -2.69313 0.9 0.5 -0.1
H -1.94683 1.04165 0.05957 0.7 0.8 0.0
H 2.13657 3.22320 1.87336 0.3 1.6 0.1

---

[3]
16
Properties=species:S:1:pos:R:3:forces:R:3 method="wB97M-V/def2-TZVPD" orbital_gap_ev=8.69 e_lumo_ev=0.680 total_charge=0 relative_energy_ev=4.176 multiplicity=1
N -0.78197 -1.62959 -0.19298 -1.1 0.5 1.2
N 0.21617 -0.80183 -0.37626 2.3 1.0 -1.0
C -1.86419 -0.95646 0.09586 0.6 1.7 -1.3
C 0.28883 0.53225 0.18888 -1.1 0.0 2.6
C 1.72801 0.58648 -0.13446 3.5 0.6 -1.0
C 1.66263 -0.93950 -0.00691 -3.0 -1.7 2.9
C -1.95556 0.53146 -0.10714 1.7 0.2 -0.6
C -0.84052 1.32269 -0.18406 -2.9 -1.9 -0.2
H 0.04493 0.44542 1.30470 1.4 -0.3 -0.3
H 2.14736 -1.63181 -0.64492 1.1 -0.6 -0.2
H -0.89611 2.36422 -0.14678 0.0 1.5 -0.5
H 1.44589 -1.33266 1.22571 1.8 1.1 -3.3
H -2.89046 0.96952 -0.35237 -0.9 0.1 0.2
H 1.90345 0.90765 -1.22548 -0.4 -0.7 1.5
H -2.79022 -1.44110 0.10600 -1.0 -1.1 0.3
H 2.58173 1.07325 0.45022 -1.8 -0.4 -0.3

---

no.,highest occupied orbital energy (eV)
1,-4.82
2,-8.13
3,-8.01